# 1
H4O2 | the ωB97M-V functional and the def2-TZVPD basis

Values from the calculation:
Energy above the lowest of the compared OMol25 structures with the same formula, charge and spin   0.245 eV
Energy   -152.86594 a.u.
Multiplicity   1
Highest occupied orbital energy   -11.088 eV
Charge   0
SMILES   O.O
HOMO-LUMO gap   11.8 eV

Element x y z (Å)
O -0.9356 -0.4440 1.3063
H -0.4175 0.1985 0.8591
H -0.3785 -0.9073 1.9068
O 0.6589 0.4636 -0.9132
H 0.4401 -0.3195 -1.4157
H 0.6326 1.0088 -1.7434


# 2
C4H12 | the ωB97M-V functional and the def2-TZVPD basis

Values from the calculation:
Energy above the lowest of the compared OMol25 structures with the same formula, charge and spin   0.631 eV
⟨S²⟩   0.7556
Energy   -159.14666 a.u.
Multiplicity   2
Highest occupied orbital energy (spin up / spin down)   -16.568 / -15.629 eV
Charge   +1
HOMO-LUMO gap (spin up / spin down)   13.6 / 4.6 eV

Element x y z (Å)
C -1.9883 0.8219 0.6483
C -1.8089 -0.6488 0.6826
H -2.9348 1.2027 1.0738
H -1.2336 1.4008 1.1447
H -2.0119 1.2466 -0.4172
H -1.8982 -0.9858 1.7501
H -0.7378 -0.8725 0.4161
H -2.6720 -1.1408 0.2098
C 1.3528 -0.4218 -1.1440
C 2.4565 0.2242 -0.2127
H 1.0593 0.3652 -1.8425
H 1.7437 -1.2404 -1.7495
H 0.5470 -0.9038 -0.4171
H 3.3245 -0.0827 -0.8041
H 2.4557 -0.2621 0.7559
H 2.3461 1.2973 -0.0943


# 3
CH4N2OS | the ωB97M-V functional and the def2-TZVPD basis

Values from the calculation:
Energy above the lowest of the compared OMol25 structures with the same formula, charge and spin   5.400 eV
Energy   -623.26076 a.u.
Multiplicity   1
Highest occupied orbital energy (spin up / spin down)   -8.121 / -7.622 eV
Charge   0
HOMO-LUMO gap (spin up / spin down)   8.0 / 7.7 eV

Element x y z (Å)
C 1.8217 -0.8731 -0.2699
N 1.7832 0.3947 -0.2502
N -2.8532 -0.1922 0.0018
O -1.6574 -0.1471 -0.5669
S 0.8828 1.6066 -0.0529
H 1.1669 -1.3599 -0.9151
H 2.6635 -1.3713 0.1666
H -3.2314 -1.1079 0.3411
H -3.5017 0.5315 -0.2585


Q: energy of number 2 (C4H12)?
A: -159.14666 a.u.


Q: Which value of charge does entry 3 give?
A: 0


Q: charge of number 3 (CH4N2OS)?
A: 0


Q: The highest charge belongs to which entry?
A: C4H12